Record 1
Here is a molecular structure, C24H17AuBrNO5PS from the Open Molecules 2025 dataset. Energies are from the ωB97M-V functional and the def2-TZVPD basis.

Each line ends with the Löwdin charge.
Atoms and positions in Å:
Au -0.106 -0.024 -0.511  0.72
Br -3.216 -2.572 -0.547  0.79
S -1.479 0.551 2.543  0.38
P -1.174 2.025 -0.421  0.99
O 2.667 -2.293 -2.764  0.01
O -0.068 0.849 2.313  -0.39
O 1.749 -0.960 -1.218  -0.16
O -1.805 0.157 3.895  -0.34
O -2.079 -0.262 1.489  -0.46
N -0.599 -2.407 -1.424  0.05
C -0.008 3.361 -0.860  -0.36
C -4.463 2.095 -3.674  -0.10
C -3.460 4.039 3.096  -0.08
C -2.247 2.142 2.254  -0.25
C -3.262 4.696 1.894  -0.09
C -1.641 -3.212 -1.388  -0.72
C -2.572 4.066 0.867  -0.10
C -3.111 0.951 -2.051  -0.10
C -2.837 3.310 -2.381  -0.11
C -2.951 2.760 3.273  -0.06
C -2.470 2.141 -1.718  -0.34
C 0.365 3.574 -2.185  -0.10
C 1.355 4.493 -2.495  -0.09
C 0.605 -4.117 -2.570  -0.01
C 1.649 4.966 -0.160  -0.08
C -0.502 -4.945 -2.528  -0.06
C -1.662 -4.490 -1.923  -0.13
C 0.651 4.054 0.152  -0.08
C 1.759 -1.948 -2.010  -0.64
C -4.104 0.926 -3.020  -0.08
C 0.519 -2.854 -2.003  -0.18
C -3.827 3.288 -3.352  -0.09
C -2.056 2.784 1.023  -0.30
C 1.999 5.192 -1.483  -0.10
H -4.589 -0.010 -3.267  0.10
H -2.557 -5.090 -1.863  0.09
H -2.332 4.243 -2.166  0.10
H -0.472 -5.935 -2.965  0.10
H -3.638 5.701 1.750  0.10
H -4.099 4.203 -3.863  0.10
H 2.161 5.494 0.635  0.10
H -3.076 2.220 4.202  0.11
H -3.998 4.528 3.899  0.10
H -2.824 0.042 -1.538  0.02
H 1.632 4.655 -3.529  0.10
H -0.113 3.010 -2.977  0.11
H 1.543 -4.405 -3.020  0.11
H -5.229 2.080 -4.440  0.10
H 2.779 5.903 -1.726  0.10
H -2.431 4.596 -0.066  0.09
H 0.393 3.863 1.186  0.11

Properties
- Multiplicity: 1
- Net charge: -1
- Strongest force on any atom: 0.85 eV Å⁻¹
- E: -4805.1172 Ha
- ΔE to the lowest compared entry with this formula, charge and spin: 0.0 kcal per mole

---

Record 2
Here is a molecular structure, C24H17F12N4O2PbSbSe4 in a non-equilibrium geometry from the Open Molecules 2025 dataset. Energies are from the ωB97M-V functional and the def2-TZVPD basis.

Each line ends with the Löwdin charge.
Atoms and positions in Å:
Pb -0.891 1.489 -1.300  1.46
Sb -5.801 3.508 -1.341  -0.16
Se -6.116 1.446 0.697  -0.05
Se -7.845 3.760 -2.464  -0.21
Se -4.674 5.257 -0.260  -0.19
Se -4.612 1.436 -1.149  0.00
F 4.091 3.740 -0.949  0.10
F -3.346 -1.407 1.498  0.14
F 3.508 2.344 -3.612  0.14
F 2.377 4.350 -2.091  0.14
F 4.661 1.338 -2.080  0.12
F -3.712 -3.587 -0.615  0.11
F -1.903 -3.016 1.322  0.12
F -4.619 -1.657 -0.833  0.10
F -1.238 -0.963 1.455  0.14
F 2.144 3.871 0.000  0.14
F -3.502 -2.482 -2.476  0.14
F 3.019 0.317 -3.049  0.15
O 1.167 2.076 -2.075  -0.35
O -2.381 -0.306 -0.974  -0.44
N 0.453 -0.252 -0.789  -0.09
N -0.840 2.057 1.267  -0.01
N -1.603 2.026 3.939  0.11
N -3.805 2.390 3.293  0.13
C 2.381 2.015 -1.498  -0.40
C 1.891 -0.836 1.037  -0.02
C 3.545 1.291 0.632  -0.01
C 4.909 0.762 2.675  -0.07
C -3.511 -2.338 -1.133  -0.53
C -0.960 -3.594 -1.634  0.00
C 0.161 -4.262 -2.095  -0.29
C 0.279 -1.567 -1.205  -0.23
C -2.218 -1.605 -0.640  -0.39
C 3.399 1.507 -2.560  -0.52
C -0.947 -2.271 -1.192  -0.05
C -2.498 2.202 2.972  -0.36
C -2.184 -1.750 0.912  -0.52
C 1.609 0.012 -0.059  -0.26
C 2.937 -0.618 1.899  -0.05
C -2.096 2.229 1.612  -0.09
C 2.761 3.491 -1.136  -0.53
C 3.785 0.475 1.720  -0.29
C 0.073 -5.679 -2.586  -0.07
C 2.494 1.097 -0.268  -0.08
C -0.333 1.875 3.556  -0.13
C 0.068 1.880 2.241  -0.12
C 1.411 -2.253 -1.693  -0.02
C 1.362 -3.560 -2.116  -0.06
H -4.053 2.112 4.229  0.09
H 4.637 1.528 3.406  0.07
H -4.495 2.202 2.565  -0.03
H 1.100 1.738 1.948  0.09
H -1.885 -4.148 -1.605  0.11
H 2.347 -1.713 -1.730  0.11
H -0.765 -6.206 -2.126  0.07
H -2.834 2.381 0.830  0.04
H 3.089 -1.291 2.737  0.10
H 5.187 -0.135 3.231  0.07
H 0.984 -6.236 -2.355  0.07
H 4.226 2.115 0.465  0.11
H 2.267 -4.039 -2.478  0.10
H 1.219 -1.668 1.202  0.12
H 0.399 1.731 4.344  0.10
H -0.070 -5.724 -3.670  0.07
H 5.797 1.117 2.149  0.07

Properties
- Multiplicity: 1
- Net charge: -2
- Strongest force on any atom: 1.37 eV Å⁻¹
- E: -12531.7630 Ha
- ΔE to the lowest compared entry with this formula, charge and spin: 10.3 kcal per mole

---

Record 3
Here is a molecular structure, C24H17F3NO3PRhS2 from the Open Molecules 2025 dataset. Energies are from the ωB97M-V functional and the def2-TZVPD basis.

Each line ends with the Löwdin charge.
Atoms and positions in Å:
Rh 1.111 0.217 -2.058  0.75
S 0.173 2.238 -2.287  0.78
S 3.667 -0.369 -1.456  0.55
P 0.807 -0.152 0.095  1.05
F -2.443 3.675 -3.663  0.16
F -2.607 3.747 -1.511  0.15
F -4.334 3.231 -2.705  0.16
O 2.654 -1.373 -1.914  -0.40
O 4.993 -0.563 -1.911  -0.21
O 3.007 0.947 -1.784  -0.42
N -0.914 -0.023 -2.389  -0.11
C -1.554 1.096 0.811  -0.10
C -0.267 3.282 1.955  -0.04
C -0.160 1.136 0.875  -0.37
C 4.800 -0.563 1.013  -0.02
C -1.381 -3.172 1.717  -0.05
C -1.131 -4.231 0.857  -0.05
C -1.654 3.232 1.905  -0.04
C 0.261 -2.816 -0.501  -0.10
C -2.626 1.629 -2.533  -0.10
C -3.570 0.621 -2.535  0.04
C 4.757 -0.583 2.402  -0.03
C 3.548 -0.456 3.064  -0.03
C -1.830 -1.000 -2.367  -0.09
C 0.483 2.238 1.439  -0.08
C 2.397 -0.262 0.956  -0.29
C -0.004 -1.742 0.350  -0.33
C -2.296 2.142 1.333  -0.05
C -0.818 -1.930 1.470  -0.08
C -1.285 1.271 -2.445  -0.61
C -0.308 -4.054 -0.247  -0.05
C 3.623 -0.410 0.306  -0.26
C -3.175 -0.710 -2.443  -0.02
C 2.369 -0.299 2.346  -0.06
C -3.010 3.084 -2.605  -0.61
H -1.460 -2.013 -2.314  0.12
H -3.377 2.110 1.291  0.12
H -0.097 -4.885 -0.907  0.12
H -3.900 -1.511 -2.445  0.12
H 1.564 2.289 1.467  0.12
H 0.927 -2.700 -1.345  0.09
H 0.231 4.136 2.392  0.12
H 5.674 -0.701 2.964  0.12
H 3.515 -0.479 4.145  0.12
H -4.620 0.874 -2.602  0.14
H 1.430 -0.201 2.879  0.12
H -1.571 -5.201 1.052  0.12
H -2.062 0.248 0.364  0.11
H 5.732 -0.667 0.476  0.13
H -2.013 -3.312 2.584  0.12
H -1.019 -1.111 2.148  0.11
H -2.237 4.049 2.309  0.12

Properties
- Multiplicity: 1
- Net charge: +1
- Strongest force on any atom: 0.87 eV Å⁻¹
- E: -2752.9802 Ha
- ΔE to the lowest compared entry with this formula, charge and spin: 0.0 kcal per mole

---

Record 4
Here is a molecular structure, C24H17FHfN2O9S from the Open Molecules 2025 dataset. Energies are from the ωB97M-V functional and the def2-TZVPD basis.

Each line ends with the Löwdin charge.
Atoms and positions in Å:
Hf -0.177 0.025 -0.029  1.76
S -2.573 0.729 1.128  0.36
F 5.667 3.729 -0.126  0.08
O 1.371 1.387 -0.685  -0.11
O -3.722 0.699 0.288  -0.26
O -0.714 -0.059 -2.006  -0.12
O 1.166 -1.586 -0.248  -0.14
O -2.712 1.095 2.502  -0.28
O -1.810 -0.641 1.020  -0.44
O -1.449 1.593 0.466  -0.46
O -0.890 0.432 -4.169  0.10
O 2.305 -3.232 0.765  0.11
N 2.591 2.383 -4.450  0.03
N 1.080 -0.175 2.002  0.08
C 0.978 2.215 5.413  -0.06
C 2.954 2.378 -2.082  -0.04
C 2.261 4.193 -6.077  -0.02
C 2.333 -1.834 3.198  0.02
C 4.440 2.864 -5.976  -0.13
C 5.346 3.737 -2.445  0.07
C 1.661 0.178 4.323  -0.14
C 3.729 2.720 -0.964  0.09
C 1.465 1.706 -4.262  0.05
C 1.752 -2.162 0.766  -0.56
C 1.704 -1.335 2.045  -0.16
C 0.391 1.862 3.095  -0.01
C 0.363 2.640 4.217  -0.04
C 2.927 2.849 -5.817  -0.30
C 1.044 0.610 3.128  -0.17
C 4.898 3.390 -1.171  -0.25
C 2.305 -1.079 4.331  0.02
C 5.078 3.776 -4.940  -0.13
C 1.613 1.009 5.467  -0.03
C 3.384 2.734 -3.367  -0.06
C 4.603 3.421 -3.557  -0.12
C 0.982 1.293 -3.038  0.00
C 1.712 1.648 -1.888  -0.25
C -0.314 0.510 -3.110  -0.54
H -0.153 3.590 4.189  0.11
H 6.165 3.702 -4.979  0.13
H 4.684 3.190 -6.987  0.13
H 0.882 1.467 -5.143  0.15
H 4.819 1.846 -5.861  0.13
H 2.812 -2.800 3.137  0.12
H -0.111 2.187 2.196  0.09
H 2.521 4.552 -7.073  0.09
H 6.294 4.252 -2.542  0.14
H 2.574 4.941 -5.348  0.09
H 2.085 0.666 6.379  0.12
H 0.936 2.848 6.289  0.11
H 1.177 4.103 -6.020  0.09
H 2.771 -1.426 5.245  0.12
H 3.402 2.452 0.030  0.14
H 4.833 4.820 -5.153  0.12
H 2.506 2.098 -6.487  0.15

Properties
- Multiplicity: 1
- Strongest force on any atom: 0.95 eV Å⁻¹
- E: -2257.8802 Ha
- ΔE to the lowest compared entry with this formula, charge and spin: 0.0 kcal per mole

---

Record 5
Here is a molecular structure, C24H17N5O3SSr in a non-equilibrium geometry from the Open Molecules 2025 dataset. Energies are from the ωB97M-V functional and the def2-TZVPD basis.

Each line ends with the Löwdin charge.
Atoms and positions in Å:
Sr 0.413 -0.442 0.747  1.64
S 2.324 1.337 1.707  0.63
O 3.604 1.178 2.314  -0.25
O -1.097 0.932 2.152  -0.02
O 2.195 0.831 0.336  -0.47
N -0.283 -2.727 -0.197  -0.04
N 0.808 -2.497 2.205  0.00
N -0.744 -0.438 -1.574  -0.03
N -0.082 -3.822 0.440  0.04
N 1.122 0.667 2.524  -0.26
C -0.986 3.357 -3.372  -0.11
C -0.531 2.276 -4.115  -0.09
C 1.429 -3.543 4.262  -0.06
C 0.081 5.216 1.900  -0.05
C 0.455 -4.845 2.512  -0.01
C 0.398 -3.686 1.728  -0.33
C -1.622 -4.144 -3.297  -0.10
C 0.981 -4.770 3.783  -0.06
C 2.234 4.220 1.420  -0.02
C -0.471 3.973 2.189  0.01
C 1.413 5.339 1.521  -0.05
C 1.309 -2.438 3.441  -0.14
C -0.998 -4.080 -2.095  -0.03
C -1.257 1.903 -1.474  -0.04
C -2.104 -2.946 -3.891  -0.08
C 1.678 3.000 1.727  -0.19
C -1.092 -1.588 -2.133  -0.23
C 0.023 1.414 2.320  -0.62
C -0.455 1.013 -3.554  -0.04
C -1.859 -1.727 -3.343  -0.03
C -0.767 -2.828 -1.454  -0.22
C -1.332 3.163 -2.042  -0.10
C -0.852 0.791 -2.225  -0.30
C 0.349 2.865 2.107  -0.13
H -1.546 1.752 -0.438  0.10
H 1.861 -3.447 5.248  0.10
H -0.540 6.100 1.968  0.11
H -2.689 -3.012 -4.801  0.10
H -0.050 0.191 -4.129  0.11
H -1.507 3.869 2.484  0.13
H 0.086 -5.768 2.090  0.11
H -2.266 -0.841 -3.807  0.11
H -0.218 2.420 -5.142  0.10
H -1.784 -5.091 -3.793  0.10
H 1.822 6.314 1.295  0.11
H -1.063 4.337 -3.824  0.10
H -0.665 -4.970 -1.580  0.10
H 1.622 -1.458 3.781  0.10
H 1.046 -5.656 4.403  0.11
H 3.271 4.302 1.124  0.13
H -1.666 4.004 -1.446  0.10

Properties
- Multiplicity: 1
- Strongest force on any atom: 6.71 eV Å⁻¹
- E: -1853.2115 Ha
- ΔE to the lowest compared entry with this formula, charge and spin: 13.9 kcal per mole

---

Record 6
Here is a molecular structure, C24H18BrCl2FN4O6S2Ti in a non-equilibrium geometry from the Open Molecules 2025 dataset. Energies are from the ωB97M-V functional and the def2-TZVPD basis.

Each line ends with the Löwdin charge.
Atoms and positions in Å:
Br 0.849 2.249 2.233  0.92
Ti 0.591 0.241 -0.477  0.68
Cl 7.485 1.383 -0.610  0.70
Cl 3.301 2.463 -3.828  0.74
S 1.253 -2.074 -0.556  0.72
S -0.780 -0.567 -2.259  0.76
F -3.787 -1.526 0.080  0.10
O -3.785 3.742 1.087  0.10
O -0.193 3.395 -1.193  0.11
O -4.499 -0.492 2.566  0.02
O 1.716 1.051 -1.649  -0.21
O -0.895 1.448 -0.274  -0.29
O -3.224 0.027 4.377  0.08
N -0.234 -0.207 1.562  -0.08
N -4.259 1.616 1.729  0.25
N 2.616 0.120 0.546  -0.04
N -3.337 2.031 -0.370  0.02
C -3.346 0.666 -0.589  0.02
C 3.010 -0.451 1.655  -0.15
C -1.057 2.617 -0.895  -0.57
C 5.776 1.311 -0.923  -0.59
C 3.554 0.670 -0.282  -0.15
C 4.365 -0.499 2.035  -0.02
C -2.241 -0.123 3.478  -0.30
C 0.653 -4.401 -1.973  -0.12
C -3.788 2.561 0.825  -0.45
C -4.219 0.230 1.627  -0.37
C 5.309 0.069 1.228  0.00
C 3.030 1.211 -1.471  -0.32
C 5.276 1.849 -2.067  -0.10
C -0.323 0.789 2.451  -0.69
C -2.168 -1.182 2.581  0.00
C -2.502 2.884 -1.217  -0.01
C -1.265 0.869 3.445  -0.02
C 4.916 0.686 0.020  -0.16
C -1.289 -2.916 -3.672  -0.11
C -3.782 -0.206 0.317  -0.19
C -1.143 -1.195 1.665  -0.10
C 0.357 -2.932 -1.792  -0.75
C 3.888 1.795 -2.352  -0.57
C -0.511 -2.267 -2.552  -0.73
H 1.158 -4.591 -2.925  0.08
H -2.952 0.323 -1.538  0.08
H 4.638 -0.986 2.961  0.11
H -1.794 -3.823 -3.331  0.08
H -2.047 -2.245 -4.074  0.06
H -2.914 -1.966 2.570  0.14
H 6.356 0.048 1.499  0.10
H -1.049 -1.983 0.930  0.10
H -4.561 1.992 2.617  0.18
H 2.238 -0.891 2.274  0.11
H 5.938 2.321 -2.779  0.11
H -0.262 -4.998 -1.966  0.08
H 1.298 -4.775 -1.180  0.06
H -2.697 2.680 -2.270  0.15
H -1.307 1.712 4.118  0.12
H -2.721 3.926 -1.010  0.14
H -4.007 -0.477 4.097  0.09
H -0.630 -3.200 -4.497  0.08

Properties
- Multiplicity: 1
- Strongest force on any atom: 2.90 eV Å⁻¹
- E: -6836.1613 Ha
- ΔE to the lowest compared entry with this formula, charge and spin: 27.4 kcal per mole